[1]
2 unconnected molecules or ions with the total composition C29H50ClN2O9, computed with ωB97M-V/def2-TZVPD.

Cartesian coordinates (Å):
Cl  2.86035  -0.22763  0.49720
O  -1.15115  -3.65815  -1.77774
O  0.94803  0.94519  -2.14012
O  -2.55574  5.34719  -0.65684
O  -2.30015  6.26002  1.39218
O  -3.94100  6.87930  -0.03646
O  2.29812  -0.62438  5.03780
O  0.32758  -4.51025  -0.38319
O  1.90700  -1.03023  -2.56109
O  -2.62456  -1.92361  4.83674
N  -0.65145  -1.68207  1.67113
N  6.72060  -2.77591  -5.05684
C  -1.48406  -1.30410  -2.01987
C  -3.54988  9.09194  0.93474
C  -2.87470  6.18388  0.33755
C  2.66750  -2.59194  6.38177
C  -4.41561  7.85110  0.91197
C  -1.28117  -2.20197  2.90292
C  -2.81230  -2.13410  0.50564
C  -3.88742  -1.01531  0.31314
C  4.15352  -0.90099  -5.49167
C  -1.39249  -1.66064  0.51951
C  -2.40149  -1.35687  3.53843
C  -2.09021  0.12134  3.74882
C  1.44548  -0.30796  3.95075
C  -3.43901  0.43083  0.56466
C  1.23805  -0.79695  0.53891
C  2.92952  -0.41069  -3.37792
C  -1.38089  4.57660  -0.41187
C  0.51946  -0.75705  -0.64649
C  1.71843  -1.48273  6.00219
C  3.69343  -1.47465  -4.14990
C  1.50683  -1.45172  2.94468
C  6.34131  -1.96575  -6.24067
C  -3.16728  1.27076  -0.69433
C  0.65874  -1.30405  1.70809
C  -0.01356  -4.32459  -1.50094
C  4.82176  -1.93103  -6.40920
C  -1.01723  -2.58392  -2.72877
C  1.15909  -0.19573  -1.87300
C  -0.79320  -1.23001  -0.67664
H  0.45103  -0.13030  4.34782
H  -4.31808  -1.09238  -0.67918
H  -1.30049  3.85800  -1.22329
H  -1.68101  -2.78154  -3.56343
H  -4.49300  7.39588  1.89901
H  1.42246  -0.91973  6.88786
H  -2.88419  -2.82984  -0.32022
H  -4.70152  -1.24905  0.99127
H  -3.07569  -2.70718  1.38065
H  7.55073  -3.31470  -5.26720
H  2.49556  0.28873  -4.08268
H  4.38086  -2.91680  -6.27284
H  -2.55838  -1.36208  -1.93898
H  1.83049  0.61798  3.53302
H  -2.54443  8.86469  1.28528
H  -1.71230  -3.16309  2.64131
H  -3.98320  9.84076  1.59677
H  -3.47609  2.29601  -0.52922
H  3.26192  -0.52791  -5.99876
H  -2.91865  0.71249  3.37365
H  1.26329  -2.39209  3.42780
H  -0.54616  -2.39389  3.66811
H  2.90296  -3.18663  5.50300
H  -3.81083  0.90797  -1.49227
H  -0.49923  5.21532  -0.41481
H  -3.34288  -1.46432  3.00988
H  -4.26685  0.92844  1.06364
H  3.60929  0.14769  -2.74190
H  4.57809  -1.77363  -3.59512
H  -1.25099  -0.43231  -2.61812
H  2.18690  -3.26690  7.08606
H  5.98333  -3.45140  -4.90153
H  6.83403  -2.29906  -7.15092
H  -1.23559  0.43826  3.16090
H  0.01360  -2.50324  -3.05475
H  6.65044  -0.94220  -6.04680
H  3.57081  -2.22715  6.85595
H  3.05281  -2.33479  -4.32273
H  -2.13209  1.22979  -1.01524
H  -5.42143  8.10198  0.58231
H  2.54200  -1.54683  2.65445
H  0.55710  -4.72525  -2.34220
H  -1.95938  0.35517  4.79656
H  -2.59866  0.50288  1.24742
H  -2.38853  -2.85667  4.84815
H  -1.45488  4.04328  0.53467
H  0.79683  -1.93989  5.62942
H  -3.46570  9.51440  -0.06717
H  4.60448  -1.63713  -7.43349
H  4.79097  -0.03497  -5.33738

Net charge: +1
Largest force on an atom, eV/A: 1.2
HOMO level, eV: -11.174

---

[2]
A molecular structure, C29H50CsN9O9, computed with ωB97M-V/def2-TZVPD.

Cartesian coordinates (Å):
Cs  -0.31618  -2.40014  -2.64109
O  -3.16162  -4.07217  -0.63209
O  -1.98666  -4.28263  -2.53535
O  4.25064  -2.93579  -3.67629
O  -5.85747  -2.72912  -2.63662
O  -2.05163  -1.14181  4.90474
O  2.10197  -2.27671  -3.48771
O  -2.27166  -0.21339  -1.30763
O  -0.15817  -1.57751  3.85663
O  -4.22729  0.73677  -0.78323
N  -2.36855  2.22518  -4.16591
N  2.07304  -0.33238  3.09793
N  1.27751  0.98813  0.10657
N  -2.10432  3.64973  -6.03703
N  -1.77743  4.32204  -3.79715
N  2.23739  -1.71608  0.61056
N  -2.09828  3.40308  -4.66675
N  -1.82966  3.72640  -2.62760
N  -0.41118  1.02887  2.47271
C  -4.81800  -1.65144  -4.38724
C  2.19345  1.10814  -1.04224
C  0.95879  1.35816  4.53519
C  3.03835  -1.42110  2.93825
C  3.39551  -1.65622  1.47488
C  1.44869  -2.90717  0.88903
C  -0.90364  1.54821  1.18230
C  -1.51521  0.32096  3.11394
C  2.26227  0.56815  4.24857
C  -3.53449  -2.49746  -2.41498
C  3.07489  2.34420  -0.82091
C  -1.23254  -0.83619  4.06766
C  2.51366  -1.49971  -0.82623
C  0.10738  1.85543  0.07203
C  0.96666  3.13510  2.74382
C  -5.61642  -1.39491  -2.14839
C  -2.86130  -3.74256  -1.78502
C  -2.20486  2.45459  -2.86361
C  2.51652  -0.26414  5.51185
C  3.24225  -2.59651  -3.04158
C  -5.45992  -0.59292  -3.45380
C  -4.26052  -1.54782  -1.45183
C  -3.53089  -0.23170  -1.14986
C  -4.65408  -2.83183  -3.41625
C  0.15880  2.02153  3.40319
C  3.35543  -2.59188  -1.49082
C  3.12400  -0.12202  -1.10510
C  1.48361  1.28145  -2.39646
C  3.46459  1.49684  4.02338
H  0.65704  -3.04298  0.15308
H  -2.35108  1.68791  -2.10799
H  3.98067  -1.21747  3.45857
H  2.22576  1.29649  -3.19680
H  0.96636  -2.82352  1.86386
H  -1.55200  0.77721  0.76594
H  3.01347  -3.57692  -1.15496
H  3.53229  -0.16266  -2.11736
H  0.31918  3.81398  2.19276
H  1.54114  -1.50031  -1.31858
H  -5.48945  -1.92144  -5.20548
H  0.28772  0.69722  5.08723
H  -1.54649  2.43368  1.32047
H  0.78770  0.47324  -2.61726
H  -4.84194  0.29190  -3.30895
H  -0.47242  1.73380  -0.84581
H  4.02993  -0.82892  1.16155
H  -2.12660  -0.14241  2.33548
H  4.00698  -2.57489  1.41586
H  3.48377  -0.76737  5.48365
H  -1.94011  4.64620  -6.12846
H  -0.68510  2.52286  3.91903
H  0.44013  2.89300  0.09487
H  3.80771  2.44101  -1.62599
H  1.22208  2.15295  5.24189
H  1.46802  3.71467  3.52268
H  -2.17954  1.00968  3.65636
H  -2.75351  -1.92544  -2.91458
H  -6.43421  -0.27221  -3.82760
H  1.71310  2.73807  2.05885
H  1.95537  0.18945  2.22799
H  -6.43427  -1.07810  -1.50776
H  2.05766  -3.82551  0.88892
H  4.38187  0.90929  3.93563
H  1.73269  -1.01283  5.63553
H  0.58169  -1.09863  3.34352
H  3.98475  0.04568  -0.45384
H  3.58896  2.18469  4.86401
H  0.99361  0.02259  0.23775
H  -3.03757  3.43469  -6.37284
H  -4.58618  -3.81620  -3.87401
H  2.50892  0.39402  6.38341
H  4.40935  -2.50506  -1.21478
H  2.62678  -2.33090  3.38803
H  -4.40126  -2.07652  -0.50558
H  0.92625  2.21882  -2.43320
H  3.35269  2.08146  3.11195
H  2.47413  3.25621  -0.79972
H  3.60736  2.25632  0.12923
H  -3.86679  -1.32651  -4.81099

Net charge: -2
Largest force on an atom, eV/A: 1.4
HOMO level, eV: -3.260

---

[3]
A single C29H50O2 molecule, computed with ωB97M-V/def2-TZVPD.

Cartesian coordinates (Å):
O  1.83631  1.08238  -3.34276
O  2.06905  1.64490  2.13472
C  -0.21392  -0.09638  -3.74501
C  -2.26426  -2.13937  -2.70478
C  -0.06231  2.24869  6.20088
C  0.47988  1.00936  5.48984
C  1.81677  1.23540  -1.98044
C  -1.62875  -2.19536  0.38229
C  0.94931  1.29489  -5.50932
C  0.96206  -0.00861  6.52023
C  -2.99084  -1.35294  -1.59622
C  -1.68329  -0.06866  -4.15478
C  0.08436  -3.18738  1.90979
C  0.81941  1.95659  0.09443
C  -0.11137  2.46634  -3.55737
C  -0.40337  2.40840  -2.06262
C  0.58872  1.18915  -4.02744
C  1.94837  1.50384  0.77420
C  -2.34040  -1.44936  -4.07414
C  -1.11639  -1.07429  2.59328
C  -0.32038  2.56495  0.87160
C  -2.09334  -0.97694  -0.41343
C  4.19662  0.40135  0.85309
C  3.00292  0.89484  0.09203
C  -2.83752  -3.55185  -2.83041
C  -0.59547  0.41673  4.57165
C  -0.54530  -1.88255  1.42355
C  2.93083  0.74800  -1.28720
C  -0.05479  -0.63172  3.60022
C  0.76936  1.85062  -1.29702
C  4.04777  0.08631  -2.03697
H  -0.91958  1.98591  6.81757
H  0.45402  -3.76759  1.06686
H  0.56557  3.30062  -3.75799
H  -1.24249  2.53322  0.30078
H  -0.65050  -3.78791  2.44260
H  1.70241  0.44151  7.17799
H  -1.87889  -1.66787  3.10409
H  -1.28961  1.79335  -1.87781
H  1.52956  0.42660  -5.80990
H  -0.37738  3.00351  5.48289
H  -1.60843  -0.18566  2.19266
H  -0.13901  -0.29677  -2.67561
H  4.28506  -0.68097  0.76383
H  1.54955  2.18442  -5.68233
H  -0.62541  3.41754  -1.70684
H  -1.21572  -0.43475  -0.77202
H  0.28921  -0.91626  -4.26361
H  -1.38755  -0.02430  5.18188
H  0.80062  -0.21813  3.06262
H  4.96530  0.66638  -1.94451
H  -1.86040  -2.10168  -4.80815
H  1.41894  -0.86699  6.03579
H  4.23934  -0.90850  -1.63715
H  -1.04962  1.23054  3.99770
H  4.09967  0.65831  1.90299
H  -2.48724  -2.65376  0.87960
H  -2.28324  -4.12807  -3.56871
H  0.12941  -0.35605  7.12889
H  -3.82693  -1.94540  -1.21862
H  -1.77055  0.28374  -5.18510
H  -2.65064  -0.30262  0.24062
H  1.32821  2.16602  2.46353
H  -1.22246  -2.93061  -0.31431
H  0.92104  -2.99229  2.57434
H  0.29467  -1.49594  4.16403
H  0.05043  1.35135  -6.11582
H  1.33587  1.30686  4.87339
H  -2.78299  -4.07490  -1.87864
H  5.11039  0.84569  0.46179
H  -1.02745  2.62953  -4.12472
H  0.69936  2.68588  6.84247
H  -3.39091  -1.35192  -4.36166
H  -3.41703  -0.43862  -2.01308
H  3.79151  0.00552  -3.08823
H  -0.11350  3.60794  1.12160
H  -2.23125  0.63123  -3.52345
H  -0.49731  2.01359  1.79551
H  0.23445  -1.28241  0.93853
H  -3.87977  -3.51308  -3.14170
H  -1.20881  -2.23355  -2.43652

Net charge: 0
Largest force on an atom, eV/A: 0.6
HOMO level, eV: -7.600
Structure (SMILES): Cc1c(C)c2c(c(C)c1O)CC[C@](C)(CCC[C@H](C)CCC[C@H](C)CCCC(C)C)O2

---

[4]
3 unconnected molecules or ions with the total composition C29H50O7S, computed with ωB97M-V/def2-TZVPD.

Cartesian coordinates (Å):
S  0.23093  -5.06312  0.56864
O  1.92237  -0.66180  3.56398
O  1.88681  -4.49274  -2.49796
O  -1.37107  5.86034  3.42396
O  3.49460  -4.18919  -0.59472
O  -2.65735  1.66614  -5.30097
O  2.51523  2.00559  2.81955
O  2.11909  -2.94203  4.60840
C  -2.83458  -0.90235  -0.37886
C  1.37517  -4.31208  1.90214
C  -1.02387  6.56416  5.75825
C  -2.72302  0.24685  -5.18311
C  0.05718  7.61262  2.44530
C  1.76966  -2.15496  3.55843
C  -0.60281  5.66416  4.60881
C  3.58746  -6.38129  -2.30518
C  4.40152  -3.11526  -1.02746
C  -0.19406  0.62010  -1.36682
C  2.30106  1.15535  1.60129
C  2.02960  -1.64317  1.15786
C  0.02042  -0.82759  -0.56275
C  4.54045  -1.85619  0.01189
C  1.75420  -0.30068  2.11684
C  -2.51909  -0.47936  -6.50203
C  -1.42365  -5.22685  1.51051
C  1.23387  2.51151  3.33485
C  1.17514  -2.69740  2.09218
C  -1.34377  -1.58665  -0.06354
C  -5.05158  2.02527  -5.75577
C  -1.64922  1.30308  -1.68783
C  -3.61040  2.27535  -6.16848
C  3.62422  -1.96283  1.36652
C  -1.33687  7.16686  2.85491
C  -3.01388  0.53042  -1.20950
C  2.95590  -4.92599  -1.78211
C  1.56096  -1.35964  -0.38887
C  -2.71098  -5.23678  0.49420
H  3.86634  -2.98932  1.87305
H  -1.65413  2.33091  -2.27517
H  -1.53134  -4.30436  2.26050
H  2.48078  -4.66802  1.76143
H  2.25041  -0.61702  -0.98584
H  5.67585  -1.83354  0.36631
H  5.49086  -3.48394  -1.30506
H  4.29066  -6.13137  -3.22429
H  -0.89411  7.62222  5.51853
H  0.02647  -2.54043  2.25033
H  -2.40466  -4.62687  -0.45859
H  0.78057  1.19558  -1.73207
H  0.56998  -0.15216  2.08745
H  -4.04217  1.02047  -1.47667
H  -2.08174  6.41037  5.99681
H  -3.29256  -0.22802  -7.23167
H  -1.97171  7.13771  1.96357
H  4.15863  -6.88175  -1.40834
H  1.00072  -4.81390  2.91875
H  -5.30258  0.96291  -5.77403
H  3.26172  1.12218  0.93401
H  -0.74705  4.61961  4.90811
H  3.95091  -2.69002  -2.04672
H  -1.32907  -6.18546  2.19311
H  -0.42861  6.34654  6.64984
H  2.64707  -7.02258  -2.65141
H  0.73544  7.66660  3.29912
H  -2.93282  -6.36356  0.23325
H  4.37745  -0.82722  -0.55769
H  -5.22545  2.38450  -4.73355
H  4.03972  -1.12812  2.11223
H  1.39796  1.68651  1.02906
H  0.02095  8.60473  1.98350
H  0.42972  1.68815  3.55847
H  -1.55364  -0.20842  -6.94262
H  -2.54216  -1.56210  -6.34790
H  -3.66531  -0.04901  -4.71025
H  -1.92592  -0.04874  -4.49122
H  0.49078  6.90442  1.72791
H  -1.28556  -2.60435  0.51113
H  -3.85997  -1.42133  -0.06406
H  -1.79728  7.88822  3.53668
H  -3.43583  1.96122  -7.20192
H  -3.63342  -4.69386  1.00373
H  0.72188  3.33108  2.66987
H  1.61725  -2.40982  -0.94898
H  -5.73849  2.54307  -6.43319
H  0.46410  5.77602  4.38923
H  1.45855  3.03971  4.38078
H  -3.41887  3.35272  -6.13806

Net charge: 0
Largest force on an atom, eV/A: 9.2
HOMO level, eV: -8.385
Structure (SMILES): CCSC[C@H]1C(=O)O[C@@H](COC)[C@]1(CCCOC(C)=O)Cc1ccccc1.CCOCC.CCOCC

---

[5]
10 unconnected molecules or ions with the total composition C29H51BBr2Cl18NO3S, computed with ωB97M-V/def2-TZVPD.

Cartesian coordinates (Å):
Br  1.65439  1.94448  1.81067
Br  -2.84584  3.84069  1.95939
Cl  6.47287  5.47140  2.70155
Cl  -5.94074  -2.15617  -2.07595
Cl  -7.23996  -5.66213  -3.76157
Cl  6.01026  0.72157  4.04323
Cl  5.04884  2.54128  6.11183
Cl  -9.93915  -4.58723  -4.02285
Cl  5.70568  2.12166  0.64284
Cl  3.77355  6.54627  2.44207
Cl  4.57218  -0.56456  0.66841
Cl  -3.69609  7.87305  -0.77609
Cl  -7.24743  -3.21469  0.30813
Cl  6.34388  -0.30168  -3.52831
Cl  6.59720  7.80929  -1.24050
Cl  3.75253  7.38752  -0.75409
Cl  3.74886  -4.72799  -1.20314
Cl  -3.68633  5.41565  -2.34905
Cl  6.60374  -4.31729  -1.65048
Cl  4.19319  -1.59695  -5.01756
S  -0.64287  -3.48038  3.90259
O  -1.73600  0.10109  2.53895
O  -4.09899  -0.80352  4.76995
O  -0.83652  0.38653  0.34963
N  1.74096  -1.69779  -4.61127
C  5.01096  0.82254  -0.33379
C  -8.71498  -5.64536  -4.73486
C  -1.16541  -2.41798  6.45706
C  5.75905  -0.78295  -5.12756
C  -1.54059  -1.30424  2.15070
C  -2.90911  6.31022  -1.03774
C  -5.25585  -0.93151  2.47892
C  1.64821  -0.55918  -6.76336
C  -0.43282  -1.75121  3.25458
C  -2.87717  -2.18232  2.11744
C  1.92288  -2.03558  -3.14956
C  -4.14389  -1.44782  1.43403
C  1.16163  -2.62036  -5.55893
C  -1.76795  -3.47735  5.40191
C  4.99613  5.48850  1.72746
C  1.05248  -1.99429  -6.97016
C  0.36569  -1.67801  0.13925
C  -4.69261  -0.02621  3.67449
C  -1.03167  -1.04307  0.61851
C  4.97601  8.50319  -1.37067
C  -1.24574  2.63460  1.78204
C  2.06491  -0.43980  -5.28035
C  0.27950  4.73837  2.25082
C  4.98591  -3.62336  -1.81708
C  0.21941  -2.67543  -1.14693
C  0.07353  3.17355  1.95879
C  5.28301  2.29804  4.37627
C  -7.30048  -3.09983  -1.45542
C  0.44582  -1.81479  -2.48659
B  -1.56174  1.06205  1.43957
H  -2.85369  -3.22075  5.16109
H  -6.05452  -0.29710  1.93117
H  -4.01635  0.83923  3.33650
H  -1.86460  6.47912  -1.29536
H  -8.47486  -5.28607  -5.73442
H  4.59814  4.47596  1.66938
H  -2.62488  -3.13105  1.50124
H  -0.53264  5.19650  2.90747
H  -5.61643  0.48395  4.15570
H  -9.11240  -6.65761  -4.79203
H  -1.78955  -4.50706  5.92922
H  -1.82193  -1.40968  -0.14413
H  5.74297  0.50641  -1.07492
H  -0.60353  -1.03698  4.14821
H  -1.51606  -1.37300  6.10608
H  -8.23081  -2.61655  -1.75072
H  0.80652  -3.68573  -5.36367
H  0.20930  5.27404  1.22479
H  -3.12960  -0.87815  4.63827
H  0.99591  -3.51498  -1.10621
H  4.79256  -3.42575  -2.87086
H  1.29078  4.99702  2.71561
H  -7.25612  -4.10302  -1.87716
H  -4.66235  -2.27025  0.78317
H  -0.02229  -2.41225  6.29943
H  1.72889  0.25699  -7.56216
H  2.21573  -3.13279  -2.98456
H  0.64260  -1.58005  2.91872
H  5.23532  5.84811  0.72849
H  4.94017  -2.69254  -1.25266
H  4.11736  1.19540  -0.83313
H  -3.84061  -0.63187  0.67192
H  -1.47581  -2.58744  7.54071
H  5.65170  0.10690  -5.74742
H  1.05813  -0.81418  -0.19390
H  -2.97337  5.72382  -0.12215
H  6.48261  -1.46117  -5.57870
H  -3.23093  -2.56240  3.13499
H  -5.82290  -1.81240  2.94527
H  0.92582  -2.27848  0.93387
H  4.76534  8.71629  -2.41765
H  4.93810  9.42469  -0.79155
H  -0.33334  -2.14003  -3.27200
H  0.62023  -2.43162  -7.92453
H  4.31559  2.35364  3.87725
H  5.94023  3.07826  3.99545
H  2.64816  -1.29563  -2.63674
H  0.25241  -0.71070  -2.27322
H  2.53359  0.48904  -4.81757
H  -2.68317  1.12914  0.97750
H  -0.81880  -3.14775  -1.10130

Net charge: -1
Largest force on an atom, eV/A: 5.7
HOMO level, eV: -4.485